DFT (ωB97M-V with the def2-TZVPD basis set) results for C25H27BN5O6S2Tl as an isolated structure in a non-equilibrium geometry.

Geometry as XYZ:
```
67
Properties=species:S:1:pos:R:3:forces:R:3
Tl 0.5717 -0.0864 -0.3280 0.2 -0.2 -0.1
C 3.6555 0.8440 2.4669 -0.7 -1.5 0.6
C 2.2053 0.2926 2.6565 1.5 1.4 -0.7
O 1.9922 -0.8767 2.8775 -0.5 -1.0 0.1
N 1.2724 1.2657 2.6023 0.5 -1.4 0.2
C -0.1170 1.0468 2.8448 -1.4 0.2 -0.5
C -0.9044 2.2654 2.3102 1.3 -0.9 -0.8
C -2.1591 2.1966 1.7537 0.8 2.6 -0.3
C -2.6626 3.3475 1.1647 -0.4 -0.3 0.7
C -1.9521 4.5343 1.2178 -0.1 -0.3 -0.4
C -0.7255 4.5202 1.8282 1.8 -0.3 0.5
N -0.2031 3.3752 2.3487 -0.1 1.8 -0.4
H 3.9806 0.9522 3.4913 0.4 0.1 0.4
H 3.7519 1.7899 1.9895 -0.2 0.8 -0.5
H 4.3234 0.1194 1.9907 -0.4 0.0 0.0
H 1.5954 2.1537 2.3368 0.0 1.4 -0.1
H -0.3541 1.2533 3.9007 0.2 -1.4 0.2
H -0.3993 0.0217 2.3819 -0.1 1.8 1.3
H -2.6525 1.3170 1.7830 -1.7 -2.7 -0.1
H -3.6532 3.3875 0.7370 -0.1 -0.3 -0.2
H -2.3934 5.3636 0.7047 0.2 0.7 0.1
H -0.0062 5.3854 1.8637 -1.1 -0.8 0.0
C -2.6117 -3.7805 0.4735 0.1 -3.0 1.1
C -2.3893 -2.4042 0.8556 0.4 1.1 0.1
N -1.4237 -1.9964 1.5904 0.2 -0.1 0.3
O -0.6250 -3.0549 2.0662 -0.1 0.4 -0.4
C -3.2859 -1.3879 0.2542 0.3 1.4 -0.5
C -4.7665 -1.5825 0.1142 0.3 0.1 -0.2
N -2.6913 -0.3648 -0.2456 1.0 -2.0 1.1
O -3.5227 0.5208 -0.8513 0.0 1.4 -1.1
H -1.7251 -4.1586 -0.0815 -0.5 0.3 0.3
H -3.5306 -4.0110 -0.1051 0.6 0.4 0.4
H -2.6341 -4.3681 1.4628 -0.1 0.4 -1.5
H 0.1903 -2.6479 2.4316 -0.7 0.2 -0.2
H -5.0486 -1.5383 -0.9663 0.0 -0.2 1.0
H -5.3132 -0.8313 0.6760 0.1 0.5 -0.2
H -5.0270 -2.4837 0.6316 -0.3 -0.8 -0.3
S 1.7143 -0.3098 -3.2387 -0.2 0.3 0.4
C 2.5748 -1.4482 -2.3239 0.1 -1.3 -2.0
N 2.7431 -1.5346 -1.0550 0.2 0.5 0.4
C 3.4190 -2.6615 -0.6857 0.9 -1.7 1.5
C 3.8390 -2.9313 0.6506 -0.4 -0.5 -0.9
C 4.5402 -4.1037 0.8970 0.4 -0.6 0.6
C 4.7722 -5.0461 -0.1295 1.0 -0.6 2.0
C 4.3532 -4.7822 -1.3890 0.0 -1.3 -0.9
C 3.6988 -3.6355 -1.6948 -0.7 2.9 0.3
S 3.2345 -2.9476 -3.2283 -0.6 0.7 0.7
H 3.5283 -2.3153 1.4849 0.1 0.3 -0.2
H 4.9148 -4.3311 1.9271 -0.5 0.3 -1.0
H 5.3250 -6.0019 0.0921 -0.7 1.2 -0.2
H 4.4604 -5.5342 -2.1397 0.3 -0.3 -0.5
O -0.1563 -2.6868 -1.3533 1.1 0.1 -1.0
H -0.3307 -2.2583 -2.2349 0.6 -0.7 1.0
H 0.7977 -3.0041 -1.3875 -1.7 0.6 -0.2
O -3.2721 2.4634 -2.2109 0.5 1.2 -0.4
B -2.7152 1.3945 -1.5826 -0.4 -0.8 0.3
O -1.3292 1.2901 -1.7705 -1.0 0.0 -0.1
C -1.0242 2.4308 -2.4697 0.8 1.0 -0.2
C 0.2325 2.8986 -2.8180 -0.4 -0.1 0.4
C 0.3024 4.1925 -3.3324 0.4 -1.5 0.0
C -0.8103 4.9495 -3.5417 -1.8 0.7 -0.1
C -2.1169 4.4963 -3.2447 1.4 -1.7 0.5
C -2.1589 3.1950 -2.6993 -0.9 0.6 -0.2
H 1.1394 2.3198 -2.6835 -0.2 -0.1 0.0
H 1.2823 4.4611 -3.6462 0.5 0.8 -0.2
H -0.7573 5.9415 -3.9617 0.3 0.1 -0.1
H -2.9625 5.1197 -3.4592 -0.4 -0.1 0.1
```
Positions in Å, forces in eV/Å.

F_max = 0.0620 Eh/bohr
relative energy (zero: lowest compared OMol25 entry of this formula, charge and spin) = 78.3 kJ/mol
lowest unoccupied orbital energy = 0.31 eV
E = -73140.607 eV

These are the natural (NBO) partial charges, in e, on atoms 1 to 8: 0.729, -0.708, 0.700, -0.654, -0.623, -0.283, 0.223, -0.256



DFT (ωB97M-V with the def2-TZVPD basis set) results for one molecule with the formula C7H16N2P2 in a non-equilibrium geometry.

Geometry as XYZ:
```
27
Properties=species:S:1:pos:R:3:forces:R:3
C -2.1040 -2.9453 -0.4754 2.6 -0.4 -0.5
C -1.1177 -1.7549 -0.0555 -1.2 -2.8 0.8
C -1.8605 -0.7988 0.8250 2.4 0.8 1.6
N -0.0270 -2.4264 0.6805 7.2 3.0 -1.9
C 1.3817 -1.9108 0.2761 -9.0 -3.0 1.4
P 3.0499 -2.4384 0.3399 0.6 1.7 0.9
P 1.9682 -1.0550 -1.2060 0.6 -0.2 0.6
N 2.2910 0.4112 -0.3626 -1.7 0.6 0.1
C 1.1207 1.3344 -0.1811 -0.2 -1.6 0.3
C 0.6749 2.0976 -1.4242 -0.4 0.6 -2.5
C 1.5541 2.3640 0.8598 -3.0 -1.3 0.3
H -3.0078 -2.6020 -0.9951 0.2 -0.1 0.3
H -1.5045 -3.6901 -1.1299 -1.1 1.3 0.8
H -2.2686 -3.4886 0.4646 -0.5 0.2 -0.3
H -0.7343 -1.2411 -0.8785 0.5 0.8 -1.7
H -2.7571 -0.4198 0.4111 -0.5 1.0 -0.9
H -1.0546 -0.0891 1.2073 -1.6 0.0 -0.7
H -2.1777 -1.2070 1.7551 -0.2 -1.1 0.8
H 3.3062 -1.1266 1.1036 0.1 -1.7 -0.8
H 2.9748 1.0028 -0.7439 1.6 0.4 -0.9
H 0.3384 0.6232 0.2206 0.5 1.3 -0.5
H 1.5377 2.4844 -2.0591 -0.6 -0.7 0.9
H -0.0154 1.6255 -2.2206 1.0 0.1 1.6
H 0.1717 3.0371 -1.1471 -0.1 -0.4 0.1
H 1.8271 1.7881 1.7533 0.2 0.6 -0.1
H 0.5753 2.9387 1.0209 1.9 -0.1 0.2
H 2.3535 2.8853 0.3975 0.7 1.1 0.1
```
Positions in Å, forces in eV/Å.

F_max = 0.1870 Eh/bohr
relative energy (zero: lowest compared OMol25 entry of this formula, charge and spin) = 121.5 kJ/mol
SMILES = CC(C)/N=C1/[PH]#P1NC(C)C
lowest unoccupied orbital energy = -0.35 eV
E = -29071.776 eV

These are the natural (NBO) partial charges, in e, on atoms 1 to 8: -0.612, -0.099, -0.613, -0.343, -0.436, 0.307, 0.691, -0.939



DFT (ωB97M-V with the def2-TZVPD basis set) results for a 6-piece molecular cluster, C40H82BO18 overall in a non-equilibrium geometry.

Geometry as XYZ:
```
141
Properties=species:S:1:pos:R:3:forces:R:3
C -4.3664 10.3902 -9.4893 0.1 0.4 0.6
C -4.5625 9.1215 -8.4866 0.7 0.6 -1.0
C -3.1341 8.4500 -8.0882 -0.7 0.1 -0.1
C -3.0284 6.8706 -8.3994 0.5 -0.1 1.1
C -2.7391 5.9675 -7.0659 -0.6 -0.4 -0.3
C -1.9055 4.6200 -7.4130 0.6 1.1 -0.8
C -0.4779 4.6058 -6.6721 -0.1 0.0 0.1
C -0.3485 3.5096 -5.5116 1.4 0.1 -0.1
C 0.1703 2.0830 -6.0818 -1.9 0.3 0.3
C 0.1773 0.9555 -4.9414 0.7 -0.6 -0.1
C 1.6502 0.4471 -4.5212 0.1 -0.4 0.2
C 1.7245 -1.1712 -4.3059 1.2 0.9 0.0
C 2.1554 -1.5320 -2.8016 0.7 -0.1 -1.1
B 1.7720 -3.0984 -2.3573 -0.2 1.1 0.4
C 0.3889 -3.1192 -1.4443 -0.5 0.4 1.2
C 0.6384 -3.7734 0.0222 -0.8 0.8 -0.5
C -0.7533 -3.9646 0.8488 1.4 -1.1 0.2
C -0.5452 -3.6402 2.4073 -0.8 0.2 0.1
C -1.6900 -2.6590 3.0143 0.7 -1.0 0.4
C -1.7113 -1.2283 2.2940 -0.8 -0.3 -0.4
C -2.3055 -0.0408 3.1873 1.1 0.4 -0.3
C -1.6962 0.0511 4.6645 -2.0 1.0 -0.4
O -0.2406 -0.0158 4.7254 0.0 1.8 1.3
C 0.2100 1.3302 4.7763 0.0 2.1 -3.6
C 0.8143 2.0549 6.0520 0.6 0.0 0.5
O 0.1158 2.0032 3.7169 0.4 -2.2 3.8
O 1.7334 -3.9741 -3.5532 -0.2 -1.8 0.5
C 1.6455 -5.3644 -3.2197 0.6 -0.4 -0.9
C 2.9609 -5.9926 -2.5604 0.1 -1.0 0.1
H -4.8542 11.3188 -9.0127 0.7 -1.3 -0.9
H -4.8353 10.2210 -10.5112 0.6 0.2 1.3
H -3.2524 10.6400 -9.6397 -1.7 -0.4 0.2
H -5.0794 9.5384 -7.5628 0.5 -1.0 -1.2
H -5.2178 8.3738 -9.0625 0.9 1.0 1.2
H -2.9559 8.6999 -6.9844 -0.1 -0.6 -1.5
H -2.3130 8.9742 -8.6786 -1.1 -0.6 0.8
H -3.9854 6.4935 -8.9022 1.5 0.5 0.5
H -2.1131 6.7111 -9.0741 -1.5 0.2 0.7
H -2.1945 6.6223 -6.3055 -0.6 -1.0 -1.0
H -3.7182 5.6353 -6.5698 1.2 0.8 -0.7
H -2.5199 3.6715 -7.2635 0.9 1.3 0.1
H -1.6783 4.6886 -8.5406 -0.5 -0.3 1.6
H 0.3487 4.4457 -7.4616 -1.2 0.0 1.3
H -0.2773 5.6582 -6.2442 -0.4 -1.6 -0.6
H -1.3034 3.3890 -4.8799 1.3 0.2 -1.2
H 0.4736 3.8903 -4.7961 -1.3 -0.6 -0.9
H -0.6127 1.7486 -6.8643 1.2 0.6 1.0
H 1.1543 2.1997 -6.6414 -1.1 -0.1 1.0
H -0.3897 0.0402 -5.3510 0.8 1.4 0.7
H -0.3553 1.2739 -3.9734 0.6 -0.2 -1.6
H 2.4497 0.7744 -5.2850 -1.4 -0.4 0.9
H 1.9839 0.9057 -3.5233 -0.6 -0.5 -1.5
H 2.5812 -1.5367 -4.9874 -1.5 0.3 0.9
H 0.7771 -1.6917 -4.6622 1.1 0.7 0.6
H 3.3123 -1.4975 -2.7759 -1.6 0.4 0.0
H 1.7646 -0.7576 -2.0570 0.4 -0.9 -0.9
H 2.6633 -3.4199 -1.6024 0.5 -0.3 0.4
H -0.5231 -3.5543 -1.9784 1.0 0.3 0.8
H 0.1402 -2.0090 -1.2244 0.0 -1.6 -0.3
H 1.2301 -4.7551 -0.0325 -1.0 1.3 0.0
H 1.3195 -3.0260 0.5802 -1.0 -1.2 -0.8
H -1.6242 -3.4120 0.3682 1.3 -0.4 0.7
H -0.9845 -5.0919 0.7756 0.0 1.7 0.0
H 0.4525 -3.1277 2.6139 -1.2 -0.6 -0.5
H -0.5139 -4.6482 2.9688 -0.2 1.6 -0.6
H -1.4564 -2.6034 4.1421 -0.4 0.3 -1.6
H -2.7063 -3.1991 2.9506 1.4 1.0 -0.1
H -0.6991 -0.9243 1.8436 -1.3 -0.6 1.0
H -2.4143 -1.3379 1.3848 1.1 0.3 1.3
H -2.0226 0.9411 2.6537 -0.6 -1.5 0.8
H -3.4427 -0.0901 3.2523 1.4 0.0 0.1
H -1.9959 1.0923 5.0680 0.2 -1.6 -0.5
H -2.2040 -0.7139 5.3385 1.2 0.7 -0.8
H 1.6465 1.4588 6.5747 -1.4 0.6 -0.8
H 1.3013 3.0434 5.7203 -0.9 -1.7 0.2
H 0.0310 2.3316 6.8459 0.9 -0.7 -1.3
H 1.4905 -5.9238 -4.2206 0.2 0.7 1.4
H 0.7494 -5.6469 -2.5679 1.0 0.6 -0.6
H 3.2985 -5.5025 -1.5925 -0.6 -0.4 -1.4
H 2.7334 -7.0948 -2.2929 0.3 1.5 -0.4
H 3.8523 -6.0317 -3.2908 -1.4 0.3 1.0
C -0.8595 0.2193 8.5737 0.3 -0.5 -0.1
O -1.5928 1.3901 8.9338 -0.4 0.1 0.2
C -2.7878 1.1418 9.4932 0.1 0.1 -0.1
O -3.2600 0.0527 9.7016 0.1 0.4 0.0
O -3.3654 2.3201 9.7799 0.2 -0.2 -0.1
C -4.6524 2.2080 10.3841 -0.4 0.0 0.2
H 0.0839 0.5386 8.1334 -0.2 0.2 0.1
H -0.6411 -0.3863 9.4559 -0.2 0.0 -0.1
H -1.4065 -0.3646 7.8304 0.0 0.0 0.2
H -4.5856 1.6822 11.3389 0.0 -0.1 -0.2
H -5.3504 1.7029 9.7132 0.1 -0.1 0.1
H -5.0214 3.2169 10.5705 0.3 0.0 -0.1
C 6.8522 2.3221 9.7218 0.3 -0.3 -0.1
O 5.8733 3.2685 10.1475 -0.4 0.1 -0.1
C 4.7438 3.2551 9.4218 0.0 0.1 0.1
O 4.5133 2.5343 8.4832 0.1 0.2 0.3
O 3.9154 4.1849 9.9239 0.3 -0.2 0.0
C 2.6663 4.2806 9.2426 -0.4 0.1 -0.2
H 7.7181 2.4218 10.3768 -0.2 0.2 0.1
H 6.4676 1.3038 9.8095 0.0 0.1 -0.2
H 7.1679 2.5285 8.6971 -0.2 -0.1 0.1
H 2.1168 3.3392 9.3112 0.1 0.0 -0.1
H 2.8173 4.5647 8.1989 0.0 -0.2 0.1
H 2.0785 5.0589 9.7297 0.3 -0.1 0.1
C -7.1394 5.5611 -7.4296 0.3 0.1 -0.4
O -8.0897 5.0419 -6.5015 0.0 0.0 0.4
C -7.6872 5.0868 -5.2212 -0.1 -0.1 0.0
O -6.6319 5.5143 -4.8253 -0.4 -0.1 -0.1
O -8.6657 4.5720 -4.4592 0.2 0.1 -0.3
C -8.3716 4.5562 -3.0634 0.0 -0.1 0.4
H -7.5692 5.4735 -8.4279 -0.2 -0.1 0.2
H -6.9384 6.6161 -7.2302 0.1 -0.1 0.1
H -6.2135 4.9823 -7.4027 0.0 0.1 0.1
H -8.2216 5.5712 -2.6895 0.1 -0.1 -0.1
H -7.4954 3.9367 -2.8611 0.0 0.2 0.0
H -9.2284 4.1213 -2.5479 0.0 0.0 -0.3
C 6.5431 -11.4780 -0.7929 -0.2 -0.3 0.1
O 7.3847 -10.3475 -1.0048 0.0 0.2 -0.1
C 6.7394 -9.2602 -1.4641 0.0 0.3 -0.1
O 5.5600 -9.1838 -1.6957 0.4 -0.1 0.1
O 7.6401 -8.2775 -1.6186 -0.1 -0.5 0.1
C 7.0931 -7.0502 -2.1050 -0.2 0.5 -0.2
H 7.1670 -12.2928 -0.4239 0.2 0.3 -0.1
H 5.7824 -11.2569 -0.0410 0.0 0.0 -0.2
H 6.0791 -11.7943 -1.7296 -0.1 0.1 0.1
H 6.3552 -6.6519 -1.4057 -0.1 -0.1 -0.2
H 6.6517 -7.1895 -3.0938 -0.1 0.0 0.2
H 7.9094 -6.3324 -2.1904 0.1 -0.3 0.1
C 1.9898 -4.8339 5.5040 -0.2 0.3 0.2
O 2.6667 -5.6012 4.5109 0.1 -0.5 0.1
C 2.8069 -6.8990 4.8182 0.0 0.2 -0.2
O 2.4191 -7.4357 5.8276 0.1 0.1 -0.3
O 3.4548 -7.4974 3.8058 -0.2 0.2 0.3
C 3.6756 -8.8923 3.9964 0.1 -0.4 0.0
H 1.9333 -3.8041 5.1504 0.1 -0.2 -0.2
H 0.9729 -5.2042 5.6502 0.2 -0.1 0.1
H 2.5446 -4.8460 6.4449 -0.1 -0.2 0.0
H 2.7260 -9.4248 4.0823 0.1 0.1 0.1
H 4.2978 -9.0675 4.8769 -0.2 0.0 0.0
H 4.2041 -9.2679 3.1197 -0.1 0.3 0.0
```
Positions in Å, forces in eV/Å.

F_max = 0.0863 Eh/bohr
charge = -1
lowest unoccupied orbital energy = 1.62 eV
E = -80336.994 eV

These are the Löwdin partial charges, in e, on atoms 1 to 8: -0.140, -0.239, -0.206, -0.193, -0.198, -0.205, -0.224, -0.223



DFT (ωB97M-V with the def2-TZVPD basis set) results for C32H18AgF3N4O5S as an isolated structure.

Geometry as XYZ:
```
64
Properties=species:S:1:pos:R:3:forces:R:3
Ag 0.3146 0.1989 0.4361 -0.3 -0.3 -0.3
O -2.4552 0.5239 -6.7719 0.0 0.0 0.0
C -1.8004 1.4344 -6.2289 0.0 0.0 0.1
O -1.4617 2.5524 -6.6658 0.0 0.0 0.0
C -1.3389 1.1343 -4.7768 0.0 0.0 -0.1
C -1.6191 -0.0749 -4.1647 0.0 0.0 0.0
C -1.2079 -0.2925 -2.8514 0.0 0.1 0.0
N -0.5577 0.6338 -2.1551 0.2 0.0 0.0
C -0.2536 1.7878 -2.7409 -0.1 -0.1 -0.1
C -0.6313 2.0762 -4.0489 0.0 0.0 0.0
C 0.5305 2.7539 -1.9160 0.1 0.0 0.1
C 0.9519 3.9864 -2.4181 0.0 0.0 -0.1
C 1.6927 4.8293 -1.6119 0.0 0.0 0.0
C 2.0019 4.4320 -0.3205 0.0 0.0 0.0
C 1.5426 3.1957 0.1011 0.0 0.0 0.0
N 0.8273 2.3850 -0.6692 0.1 0.0 0.0
C -1.4707 -1.5792 -2.1394 0.0 -0.1 0.1
C -2.0380 -2.6784 -2.7830 0.0 0.0 -0.1
C -2.2306 -3.8480 -2.0729 0.0 0.0 0.0
C -1.8616 -3.8971 -0.7377 0.0 0.0 0.0
C -1.3124 -2.7545 -0.1779 0.0 0.0 0.0
N -1.1232 -1.6334 -0.8564 -0.1 0.0 0.0
H -2.1641 -0.8054 -4.7452 0.0 0.0 0.0
H -0.4079 3.0093 -4.5460 0.0 0.0 0.0
H 0.7097 4.2785 -3.4292 0.0 0.0 0.0
H 2.0297 5.7863 -1.9922 0.0 0.0 0.0
H 2.5869 5.0555 0.3420 0.0 0.0 0.0
H 1.7565 2.8293 1.0989 0.0 0.0 0.0
H -2.3056 -2.6280 -3.8282 0.0 0.0 0.0
H -2.6581 -4.7159 -2.5613 0.0 0.0 0.0
H -1.9885 -4.7943 -0.1459 0.0 0.0 0.0
H -1.0046 -2.7308 0.8630 0.0 0.0 0.0
F -4.3685 0.9291 8.8805 0.0 0.0 0.0
C -4.7339 1.6814 7.8098 0.0 0.0 0.1
F -6.0509 1.4567 7.6262 0.0 0.0 0.0
F -4.6239 2.9676 8.2298 0.0 0.0 0.0
C -3.9148 1.3990 6.6012 0.0 0.0 -0.1
C -2.5450 1.6502 6.6418 0.0 0.0 0.0
C -1.7588 1.3985 5.5372 0.0 0.0 0.0
C -2.3103 0.8871 4.3467 0.0 0.0 0.1
C -3.6921 0.6360 4.3325 0.0 0.0 0.0
C -4.4810 0.8885 5.4397 0.0 0.0 0.0
C -1.4965 0.6452 3.2099 0.0 0.0 0.0
C -0.8048 0.4549 2.2169 0.2 0.0 0.0
H -2.1003 2.0473 7.5469 0.0 0.0 0.0
H -0.6954 1.5940 5.5655 0.0 0.0 0.0
H -4.1327 0.2431 3.4262 0.0 0.0 0.0
H -5.5443 0.6915 5.4025 0.0 0.0 0.0
O 1.4121 -2.5712 -2.2547 0.0 0.0 0.1
C 2.2784 -2.1082 -1.5246 0.1 -0.2 -0.3
N 2.1659 -1.1047 -0.6366 -0.1 0.4 0.5
S 3.5220 -0.8098 0.1806 -0.1 -0.1 -0.1
O 3.4143 -1.1787 1.5716 0.1 -0.1 0.0
O 4.0250 0.5190 -0.0754 0.1 0.0 -0.1
C 4.5240 -2.0263 -0.6621 -0.2 0.1 0.0
C 5.8500 -2.3757 -0.5108 0.1 0.0 0.0
C 6.3408 -3.4008 -1.3129 0.0 0.0 0.0
C 5.5115 -4.0449 -2.2281 0.0 0.0 0.0
C 4.1763 -3.6800 -2.3596 0.0 0.0 0.0
C 3.6929 -2.6601 -1.5620 0.1 0.0 0.1
H 6.4806 -1.8676 0.2076 0.0 0.0 0.0
H 7.3775 -3.7042 -1.2271 0.0 0.0 0.0
H 5.9167 -4.8401 -2.8429 0.0 0.0 0.0
H 3.5120 -4.1671 -3.0621 0.0 0.0 0.0
```
Positions in Å, forces in eV/Å.

F_max = 0.0131 Eh/bohr
relative energy (zero: lowest compared OMol25 entry of this formula, charge and spin) = 0.0 kJ/mol
charge = -2
lowest unoccupied orbital energy = 4.07 eV
E = -72663.407 eV

These are the natural (NBO) partial charges, in e, on atoms 1 to 8: 0.784, -0.762, 0.740, -0.765, -0.077, -0.230, 0.235, -0.458